Below is a structure of composition C13H14BNO2Y in a non-equilibrium geometry, with properties calculated with ωB97M-V/def2-TZVPD.

Largest force on an atom ... 5.33 eV/A
Net charge ... -1
Lowest unoccupied orbital energy (alpha / beta) ... 2.854 / 2.818 eV
Molar mass ... 316.0 g mol⁻¹
Highest occupied orbital energy (alpha / beta) ... -0.5 / -0.3 eV

Element x y z (Å)
C  1.535  3.236  -1.000
C  0.416  4.058  -1.395
C  -0.197  3.466  -2.562
C  0.540  2.259  -2.870
C  1.599  2.112  -1.900
Y  -0.593  1.940  -0.810
N  0.666  0.533  0.923
C  0.742  1.655  2.134
C  -0.118  2.801  1.672
H  -1.013  3.915  -3.131
H  0.118  4.961  -0.879
H  0.348  1.597  -3.714
H  2.334  1.314  -1.817
H  2.175  3.429  -0.140
H  0.310  3.772  1.532
H  1.801  2.028  2.175
H  1.624  0.618  0.602
H  -1.180  2.784  2.004
H  0.373  1.107  2.982
O  -0.626  -1.535  1.665
B  0.208  -0.866  0.757
O  0.497  -1.749  -0.352
C  -0.108  -2.992  -0.069
C  -0.269  -4.174  -0.814
C  -1.139  -5.155  -0.259
C  -1.797  -4.940  0.971
C  -1.655  -3.733  1.719
C  -0.791  -2.809  1.178
H  0.208  -4.365  -1.794
H  -1.344  -6.082  -0.825
H  -2.484  -5.698  1.373
H  -2.181  -3.490  2.640

natural (NBO) population analysis, charges in e, atoms 1 to 8:
1. C -0.41
2. C -0.40
3. C -0.44
4. C -0.43
5. C -0.40
6. Y 0.75
7. N -1.06
8. C -0.20

Below is a cluster of 16 separate species, C58H113N3O39 in total in a non-equilibrium geometry, with properties calculated with ωB97M-V/def2-TZVPD.

Largest force on an atom ... 6.19 eV/A
Lowest unoccupied orbital energy ... 0.304 eV
Molar mass ... 1476.5 g mol⁻¹
Highest occupied orbital energy ... -10.4 eV

Element x y z (Å)
C  10.063  5.006  0.967
C  8.609  5.465  1.065
O  7.937  4.563  2.015
C  6.671  4.287  1.854
O  5.934  4.702  1.057
O  6.395  3.350  2.737
C  4.978  2.858  2.630
H  10.187  4.082  0.367
H  10.571  4.945  1.962
H  10.536  5.850  0.470
H  7.973  5.418  0.179
H  8.525  6.485  1.440
H  4.725  2.486  1.638
H  4.266  3.591  3.033
H  5.033  2.097  3.365
C  -6.967  0.900  2.320
C  -5.526  1.228  2.446
O  -4.966  0.512  3.696
C  -4.600  -0.764  3.569
O  -4.638  -1.471  2.622
O  -4.146  -1.120  4.748
C  -3.563  -2.423  4.901
H  -7.010  -0.209  2.179
H  -7.300  1.418  1.452
H  -7.660  1.286  3.029
H  -5.371  2.289  2.732
H  -4.858  1.012  1.568
H  -2.699  -2.587  4.234
H  -4.341  -3.181  4.812
H  -3.339  -2.381  5.973
C  -1.063  -1.571  -2.717
C  -0.547  -1.211  -4.139
O  -1.383  -0.197  -4.732
C  -1.087  1.074  -4.717
O  -0.270  1.590  -4.025
O  -1.945  1.677  -5.600
C  -1.955  3.121  -5.585
H  -2.133  -1.808  -2.724
H  -0.930  -0.756  -2.031
H  -0.542  -2.473  -2.391
H  -0.842  -2.095  -4.679
H  0.505  -1.001  -4.130
H  -2.496  3.396  -6.496
H  -0.953  3.462  -5.676
H  -2.429  3.473  -4.670
C  3.346  0.017  -4.628
C  3.459  -1.453  -4.908
O  3.104  -2.302  -3.753
C  3.553  -3.556  -3.625
O  3.417  -4.199  -2.608
O  4.153  -4.004  -4.698
C  4.788  -5.275  -4.598
H  2.354  0.233  -4.194
H  3.414  0.587  -5.540
H  4.172  0.469  -4.038
H  4.368  -1.836  -5.268
H  2.864  -1.670  -5.829
H  5.659  -5.263  -3.989
H  5.147  -5.621  -5.609
H  4.147  -6.098  -4.298
C  2.709  6.106  2.333
C  2.401  5.261  1.104
O  1.015  5.524  0.681
C  0.667  5.349  -0.631
O  1.294  4.931  -1.498
O  -0.562  5.799  -0.720
C  -1.038  5.518  -2.112
H  3.075  7.116  2.202
H  3.635  5.672  2.759
H  1.939  6.086  3.115
H  2.367  4.225  1.286
H  3.003  5.455  0.214
H  -1.989  6.016  -2.242
H  -1.132  4.452  -2.299
H  -0.368  5.863  -2.900
C  -0.832  -5.974  -2.760
C  0.674  -6.078  -2.832
O  1.229  -6.285  -4.160
C  1.250  -5.277  -5.008
O  0.960  -4.183  -4.692
O  1.669  -5.735  -6.175
C  1.940  -4.674  -7.187
H  -1.078  -5.954  -1.681
H  -1.405  -6.777  -3.242
H  -1.081  -4.994  -3.204
H  1.005  -7.029  -2.373
H  1.231  -5.305  -2.316
H  2.181  -5.191  -8.102
H  2.748  -4.033  -6.798
H  1.018  -4.104  -7.370
C  -4.020  -4.924  2.028
C  -5.326  -5.099  2.752
O  -5.070  -6.036  3.795
C  -5.961  -6.194  4.827
O  -6.912  -5.479  5.095
O  -5.568  -7.356  5.409
C  -6.344  -7.688  6.596
H  -3.705  -5.797  1.443
H  -3.202  -4.747  2.738
H  -3.992  -4.070  1.377
H  -6.151  -5.521  2.168
H  -5.514  -4.106  3.099
H  -6.185  -6.929  7.350
H  -5.915  -8.609  6.997
H  -7.413  -7.728  6.276
C  -4.260  -1.499  -0.929
C  -5.355  -2.412  -0.495
O  -5.072  -3.772  -0.984
C  -5.830  -4.765  -0.493
O  -6.809  -4.520  0.152
O  -5.464  -5.967  -0.776
C  -4.344  -6.118  -1.658
H  -4.303  -1.299  -1.988
H  -3.249  -1.906  -0.804
H  -4.433  -0.541  -0.434
H  -6.264  -2.042  -0.958
H  -5.449  -2.301  0.569
H  -4.532  -6.061  -2.752
H  -3.972  -7.114  -1.534
H  -3.547  -5.463  -1.384
C  0.314  -2.721  5.480
C  1.677  -3.313  4.993
O  1.591  -4.743  4.912
C  1.007  -5.222  3.828
O  0.685  -4.631  2.850
O  0.855  -6.532  3.977
C  0.295  -7.239  2.886
H  -0.040  -3.199  6.400
H  -0.363  -2.829  4.658
H  0.395  -1.646  5.633
H  2.527  -3.208  5.673
H  1.930  -2.910  4.050
H  -0.198  -8.123  3.295
H  1.049  -7.477  2.136
H  -0.440  -6.573  2.403
C  3.810  5.379  -9.687
C  2.934  6.048  -8.615
O  2.296  4.996  -7.829
C  2.123  5.304  -6.553
O  2.397  6.332  -5.986
O  1.581  4.246  -6.030
C  1.555  4.307  -4.541
H  3.868  5.991  -10.582
H  3.335  4.428  -9.945
H  4.823  5.177  -9.358
H  2.157  6.626  -9.086
H  3.553  6.638  -7.993
H  0.777  3.650  -4.229
H  1.374  5.296  -4.187
H  2.475  3.961  -4.135
C  1.341  5.365  5.917
C  0.639  4.025  5.627
O  -0.599  4.111  6.424
C  -1.389  3.023  6.436
O  -2.424  2.943  7.021
O  -0.926  2.034  5.646
C  -1.648  0.813  5.535
H  0.763  6.234  5.609
H  2.235  5.436  5.299
H  1.583  5.452  6.991
H  1.272  3.199  5.960
H  0.427  3.999  4.586
H  -2.421  0.911  4.778
H  -2.079  0.441  6.431
H  -0.948  0.074  5.195
C  -2.086  3.288  2.661
C  -0.574  3.121  2.460
O  -0.165  1.826  3.050
C  1.067  1.408  2.926
O  1.946  1.991  2.426
O  1.181  0.204  3.542
C  2.566  -0.146  3.567
H  -2.334  3.279  3.731
H  -2.643  2.479  2.198
H  -2.391  4.284  2.260
H  -0.066  3.980  2.917
H  -0.248  3.204  1.414
H  3.157  0.562  4.194
H  3.007  -0.207  2.582
H  2.561  -1.134  4.088
C  -1.028  -1.807  1.804
C  -1.652  -0.475  1.459
O  -0.818  0.262  0.501
C  -1.478  1.195  -0.159
O  -2.612  1.442  -0.041
O  -0.707  1.961  -0.962
C  0.695  1.634  -1.021
H  0.010  -1.774  2.138
H  -0.929  -2.380  0.902
H  -1.626  -2.459  2.510
H  -1.834  0.201  2.311
H  -2.574  -0.771  0.999
H  0.715  0.670  -1.574
H  1.155  1.581  -0.008
H  1.178  2.436  -1.611
C  2.007  -2.059  -0.213
C  2.896  -0.892  -0.134
N  3.571  0.071  -0.147
H  1.877  -2.527  0.759
H  2.353  -2.895  -0.864
H  0.992  -1.689  -0.483
C  4.474  3.368  -1.414
C  4.751  2.973  -2.811
N  4.998  2.664  -3.906
H  5.024  4.255  -1.101
H  4.780  2.611  -0.716
H  3.433  3.547  -1.324
C  -4.584  3.852  -0.791
C  -6.035  3.678  -0.759
N  -7.164  3.463  -0.694
H  -4.263  4.683  -1.431
H  -4.280  2.969  -1.334
H  -4.128  3.878  0.194

Mulliken population analysis, charges in e, atoms 1 to 8:
1. C -1.05
2. C -0.25
3. O -0.38
4. C 0.76
5. O -0.49
6. O -0.48
7. C -0.11
8. H 0.28

Below is a structure of composition C16H35AlBrClCsF4KLiN2O13S in a non-equilibrium geometry, with properties calculated with ωB97M-V/def2-TZVPD.

Largest force on an atom ... 15.40 eV/A
Net charge ... +1
Lowest unoccupied orbital energy ... -6.739 eV
Molar mass ... 892.8 g mol⁻¹
Highest occupied orbital energy ... -9.7 eV

Element x y z (Å)
C  3.482  -2.481  2.218
C  3.053  -1.508  1.139
O  1.853  -0.800  1.407
C  0.743  -1.651  1.724
C  -0.499  -1.129  1.045
C  -0.630  -1.232  -0.315
O  0.341  -1.834  -1.086
C  1.069  -0.882  -1.898
C  0.990  0.467  -1.275
C  -1.802  -0.680  -0.944
O  -1.849  -0.296  -2.136
C  -3.021  -0.491  -0.105
C  -4.310  -0.481  -0.881
N  -4.399  -1.721  -1.691
C  -4.487  -2.955  -0.834
C  -2.897  -0.340  1.221
S  -4.376  -0.028  2.181
C  -3.935  0.643  3.738
O  -5.036  -1.283  2.378
O  -5.126  1.002  1.466
C  -1.540  -0.437  1.833
O  -1.278  0.053  2.918
H  4.429  -2.922  1.908
H  3.615  -1.988  3.177
H  2.794  -3.318  2.310
H  3.827  -0.741  1.072
H  3.023  -2.009  0.165
H  0.576  -1.627  2.796
H  0.878  -2.671  1.397
H  0.572  -0.844  -2.867
H  2.081  -1.223  -2.098
H  1.597  1.232  -1.741
H  -0.008  0.847  -1.411
H  1.285  0.458  -0.228
H  -4.251  0.342  -1.599
H  -5.172  -0.401  -0.232
H  -5.303  -1.620  -2.148
H  -5.327  -3.595  -1.123
H  -3.612  -3.579  -0.979
H  -4.595  -2.757  0.234
H  -4.764  1.299  3.991
H  -3.790  -0.152  4.459
H  -3.048  1.255  3.630
Li  -6.881  -2.857  -1.216
C  6.918  3.721  0.253
C  6.658  2.239  0.575
O  7.278  1.858  1.778
H  7.983  3.923  0.183
H  6.440  3.981  -0.701
H  6.521  4.369  1.036
H  7.074  1.593  -0.206
H  5.571  2.033  0.647
H  6.931  2.397  2.495
O  -0.392  2.788  -0.895
H  -0.170  3.244  -0.073
H  -1.172  2.257  -0.689
Br  -1.476  -3.406  1.972
O  -5.764  -5.537  3.089
Cl  -5.476  -5.513  1.691
O  -6.631  -4.945  0.977
O  -5.231  -6.829  1.184
O  -4.340  -4.658  1.418
N  -3.666  2.870  -1.974
H  -3.732  2.739  -0.939
H  -2.837  3.436  -2.211
H  -3.587  1.936  -2.428
H  -4.517  3.341  -2.320
O  0.297  -3.530  -3.546
H  0.166  -3.013  -2.742
H  0.251  -4.446  -3.256
K  -2.181  3.971  -0.475
F  8.412  6.281  -1.395
Al  7.915  6.236  -2.990
F  7.520  7.724  -3.601
F  6.458  5.297  -2.955
F  8.988  5.396  -3.936
Cs  5.539  3.399  -1.780

Mulliken population analysis, charges in e, atoms 1 to 8:
1. C -1.30
2. C -0.02
3. O -0.30
4. C -1.42
5. C -1.04
6. C 1.23
7. O -0.68
8. C -0.67

Which value of largest force on an atom does entry 1 give?
5.33 eV/A

Among the records above, which one has the highest largest force on an atom?
C16H35AlBrClCsF4KLiN2O13S